<i>
The following is a quantum chemistry calculation of C4HF3 as an isolated structure, from the OMol25 dataset.

Last column: Mulliken charge in e.
Geometry (Å):
F: -0.68044 -1.24218 -1.26041  -0.223
C: 1.13234 1.09689 -0.41668  -0.011
F: -0.98287 -1.53055 0.85824  -0.250
F: -1.62139 0.31906 -0.23561  -0.224
C: 0.60176 0.10293 0.28393  -0.200
C: 1.17896 2.31686 -0.69230  -0.311
H: 0.98079 -0.45540 1.54000  0.300
C: -0.60914 -0.60760 -0.07716  0.919

* Kohn-Sham gap (alpha / beta): 8.476 / 8.475 eV
* highest occupied orbital energy (alpha / beta): -11.129 / -11.129 eV
* charge: 0

<ii>
The following is a quantum chemistry calculation of a 2-piece molecular cluster, C4HF3 overall, from the OMol25 dataset.

Last column: Mulliken charge in e.
Geometry (Å):
F: -1.15674 -2.47174 -1.46464  -0.212
F: 0.63592 -1.51727 1.58367  -0.207
C: 0.04440 -1.93561 0.58217  0.314
C: -0.03964 1.66635 -0.37315  0.109
C: -0.58099 -1.93614 -0.45101  0.100
H: 1.28615 2.78819 0.90443  0.366
F: -0.97719 1.34122 -1.18866  -0.212
C: 0.78809 2.06501 0.40720  -0.258

* Kohn-Sham gap: 10.753 eV
* SMILES string: FC#CF.C#CF
* highest occupied orbital energy: -10.272 eV
* charge: 0

Which structure is most stable? <i>, by 101.8 kJ/mol over the runner-up.

<i>
The following is a quantum chemistry calculation of C8H16O2 as an isolated structure, from the OMol25 dataset.

Last column: Mulliken charge in e.
Geometry (Å):
H: -1.54903 0.29156 0.74997  0.142
O: -1.09179 1.51460 -0.82528  -0.692
H: 2.81617 -0.50632 -0.79031  0.409
H: 2.29696 -1.68929 0.43574  0.343
H: 1.72224 2.01524 -0.21747  0.307
C: 1.63862 1.43320 0.69574  -0.846
H: -0.66381 -1.70986 0.77911  0.312
H: -2.34065 -2.52884 -0.85202  0.414
H: 0.61127 -0.04548 1.74338  0.494
H: 2.36583 1.63135 1.47585  0.304
H: 0.07964 -2.74439 -0.40161  0.439
H: -0.37907 0.70262 -1.49837  0.414
C: 2.08704 -1.27752 -0.55252  -1.724
H: -0.93606 2.03434 2.44150  0.359
C: -0.40196 -1.76862 -0.28000  -0.750
C: -1.18649 2.32751 1.42022  -1.405
O: 0.47400 -0.00181 -1.72955  -0.662
H: -0.58278 3.18533 1.12647  0.354
H: 2.17547 -2.08227 -1.28795  0.469
H: -2.23999 2.61758 1.38882  0.386
C: 0.67468 -0.71234 -0.63899  1.369
C: 0.65803 0.51430 0.80994  -0.394
H: -1.39938 -1.87360 -2.19991  0.332
H: -2.18717 -0.78150 -1.07699  0.281
C: -0.98393 1.18494 0.43466  0.607
C: -1.65782 -1.73072 -1.15042  -1.261

* Kohn-Sham gap: 8.439 eV
* highest occupied orbital energy: -9.253 eV
* charge: 0

<ii>
The following is a quantum chemistry calculation of C8H16O2 as an isolated structure, from the OMol25 dataset.

Last column: Mulliken charge in e.
Geometry (Å):
H: 0.23773 -2.26566 -1.45454  0.321
H: -1.40331 -2.00318 -0.88304  0.289
H: -1.72914 1.81526 1.40585  0.351
H: -0.39254 -3.26072 -0.13847  0.454
C: 0.11380 -1.26576 0.47625  0.544
H: 0.58797 2.96991 0.10992  0.316
H: -0.43217 -0.20099 -2.62344  0.302
H: -1.81061 0.40380 -1.64290  0.274
C: -0.78217 0.63235 -1.98341  -0.296
H: -0.33066 -0.72005 2.53339  0.361
C: -0.70821 -1.37596 1.75152  -1.568
C: 1.72836 0.30531 -0.89535  -1.856
H: 1.57730 2.00007 1.23098  0.278
H: 1.15289 -1.49025 0.72840  0.271
O: -1.53355 1.11473 0.77189  -0.384
H: 2.44075 0.45639 -0.08446  0.441
H: -1.75382 -1.14879 1.56509  0.331
H: 1.82586 1.16048 -1.56085  0.473
O: -0.48117 1.83892 -2.26621  -0.698
C: 0.28802 0.21723 -0.45103  1.387
C: -0.39095 -2.25718 -0.56860  -1.390
H: -0.64510 -2.39642 2.12853  0.452
C: 0.56211 2.26747 0.95088  -1.615
C: -0.21744 1.07323 0.49894  0.049
H: 0.09193 2.74305 1.81291  0.576
H: 2.00412 -0.61322 -1.41225  0.335

* Kohn-Sham gap (alpha / beta): 7.929 / 7.930 eV
* highest occupied orbital energy (alpha / beta): -7.767 / -7.768 eV
* charge: 0

<iii>
The following is a quantum chemistry calculation of a 2-piece molecular cluster, C8H16O2 overall, from the OMol25 dataset.

Last column: Mulliken charge in e.
Geometry (Å):
C: 1.48144 2.69848 1.08729  -0.455
C: -0.45893 2.48386 -0.33965  -0.550
H: 2.01605 3.60936 1.41884  0.334
C: 1.76432 2.34375 -0.35484  -0.491
H: -0.40811 3.70875 1.47473  0.308
O: -1.90617 -1.91785 -0.33489  -0.425
H: 1.85952 1.84893 1.68793  0.182
H: 1.20171 -2.01817 -0.24041  0.307
H: -2.58380 -3.92910 -0.70562  0.276
C: -0.02569 2.71995 1.15620  -0.401
H: -1.81588 -3.65346 0.88510  0.261
C: -0.71536 -1.34841 0.07212  0.302
H: -0.42294 1.96296 1.85948  0.250
H: 0.14922 -4.12325 -0.07718  0.188
H: -0.51801 -3.99489 -1.73077  0.313
H: -0.52739 3.41196 -0.93915  0.349
C: -0.39993 -3.45731 -0.77029  -0.417
H: -0.53255 -1.57675 1.13978  0.258
O: 0.60987 1.64119 -0.80382  -0.377
H: 2.64907 1.68035 -0.40545  0.319
H: -1.45033 1.99207 -0.36631  0.280
C: 0.22444 -2.08754 -0.75575  -0.459
H: -0.69924 -0.24766 -0.04419  -0.364
H: 1.97752 3.23686 -0.97319  0.260
H: 0.34357 -1.64636 -1.76403  0.219
C: -1.81244 -3.33764 -0.17589  -0.467

* Kohn-Sham gap: 10.522 eV
* SMILES string: C1CCOC1.C1CCOC1
* highest occupied orbital energy: -9.508 eV
* charge: 0

Which structure is most stable? <iii>, by 150.6 kJ/mol over the runner-up.